Formula: C3H8N
Source: OMol25
Level of theory: ωB97M-V/def2-TZVPD

Geometry as ORCA input:
```
! RIJCOSX wB97M-V def2-TZVPD def2/J DEFGRID3
* xyz 1 1
C -1.187 -0.318 -0.163
C 0.252 -0.254 -0.487
C 1.248 -0.449 0.572
N -0.584 0.958 -0.330
H -2.047 -0.639 -0.682
H -1.352 -0.438 0.844
H 0.474 -0.511 -1.493
H 0.811 0.195 1.443
H 2.141 0.049 0.268
H 1.521 -1.552 0.851
H -0.772 1.330 -1.261
H -0.506 1.631 0.438
*
```

Its total energy is -4722.4610 eV. The calculation puts the HOMO energy at -17.1 eV. For the HOMO-LUMO gap, the calculation gives 0.4975 Eh. Its SMILES is C[C@H]1C[NH2+]1. Its maximum force is 0.06136 hartree/bohr.

These are the natural (NBO) partial charges, in e, on atoms 1 to 2:
1. C -0.226
2. C -0.016

***

Formula: C23H45N3O3
Source: OMol25
Level of theory: ωB97M-V/def2-TZVPD

Geometry as ORCA input:
```
! RIJCOSX wB97M-V def2-TZVPD def2/J DEFGRID3
* xyz 0 3
C -2.442 1.771 -2.278
C -1.086 2.601 -2.386
C -0.234 2.518 -3.762
C 1.004 3.443 -3.247
C 0.288 4.480 -2.219
O 0.849 5.385 -1.544
N -1.143 4.110 -2.244
H -3.262 2.244 -2.907
H -2.843 1.708 -1.202
H -2.203 0.691 -2.581
H -0.262 2.340 -1.621
H -0.722 3.229 -4.507
H 0.011 1.458 -4.106
H 1.692 2.724 -2.668
H 1.671 3.920 -4.031
H -1.715 4.463 -1.469
C 5.420 2.293 2.722
C 4.605 2.139 1.412
C 3.892 3.468 1.079
C 2.693 3.754 1.974
C 1.734 2.578 1.991
C 2.411 1.241 2.339
N 3.649 0.995 1.540
O 3.267 0.640 0.290
C 2.744 1.200 3.849
C 1.364 0.120 2.170
C 5.690 1.885 0.335
H 4.934 2.934 3.458
H 5.619 1.321 3.182
H 6.393 2.755 2.536
H 3.549 3.453 0.037
H 4.598 4.302 1.154
H 3.021 3.994 2.990
H 2.169 4.642 1.608
H 0.926 2.785 2.701
H 1.259 2.506 1.005
H 3.317 0.302 4.100
H 1.829 1.175 4.449
H 3.295 2.067 4.204
H 0.941 0.094 1.162
H 0.521 0.265 2.852
H 1.796 -0.861 2.386
H 6.224 0.949 0.528
H 6.427 2.692 0.331
H 5.279 1.845 -0.677
C -4.095 -4.368 1.201
C -4.151 -3.236 0.143
C -4.749 -3.781 -1.172
C -3.787 -4.674 -1.949
C -2.450 -3.976 -2.168
C -1.823 -3.439 -0.865
N -2.788 -2.649 -0.041
O -2.938 -1.435 -0.632
C -1.262 -4.617 -0.035
C -0.562 -2.626 -1.231
C -5.153 -2.219 0.747
H -3.863 -5.344 0.774
H -3.364 -4.145 1.983
H -5.058 -4.497 1.702
H -5.044 -2.946 -1.820
H -5.666 -4.341 -0.962
H -3.639 -5.625 -1.428
H -4.228 -4.927 -2.918
H -1.759 -4.669 -2.659
H -2.603 -3.151 -2.875
H -0.906 -4.275 0.941
H -0.411 -5.081 -0.543
H -1.974 -5.424 0.125
H -0.775 -1.805 -1.920
H 0.180 -3.255 -1.729
H -0.091 -2.208 -0.337
H -4.773 -1.803 1.685
H -6.111 -2.700 0.962
H -5.375 -1.391 0.068
*
```

Its total energy is -35188.8402 eV. The calculation puts the HOMO energy (alpha / beta) at -8.8 / -9.4 eV. As for the expectation value of S²: 2.009. For the HOMO-LUMO gap (alpha / beta), the calculation gives 0.3492 / 0.3369 Eh. Its maximum force is 0.09019 hartree/bohr.

These are the Mulliken partial charges, in e, on atoms 1 to 2:
1. C -1.012
2. C 0.581

***

Formula: C2H3OPS
Source: OMol25
Level of theory: ωB97M-V/def2-TZVPD

Geometry as ORCA input:
```
! RIJCOSX wB97M-V def2-TZVPD def2/J DEFGRID3
* xyz 0 1
C 2.160 1.368 0.873
C -0.174 -1.123 -0.532
O 2.283 -1.700 0.041
P 2.932 0.835 -0.390
S 0.880 -2.069 0.338
H -1.255 -1.119 -0.478
H 0.104 -0.396 -1.240
H 2.116 1.590 1.937
*
```

Its total energy is -24289.9583 eV. The calculation puts the HOMO energy at -9.2 eV. For the HOMO-LUMO gap, the calculation gives 0.3188 Eh. Its maximum force is 0.05340 hartree/bohr.

These are the natural (NBO) partial charges, in e, on atoms 1 to 2:
1. C -0.819
2. C -0.697

***

Formula: C33H30As2F6LuN4STe
Source: OMol25
Level of theory: ωB97M-V/def2-TZVPD

Geometry as ORCA input:
```
! RIJCOSX wB97M-V def2-TZVPD def2/J DEFGRID3
* xyz 2 2
Lu -16.543 -6.007 15.541
N -17.321 -5.614 20.402
C -17.303 -5.847 19.058
S -15.891 -6.097 18.195
N -18.463 -5.955 18.436
N -18.376 -6.453 17.196
C -19.592 -6.575 16.726
C -19.875 -7.191 15.443
C -21.131 -7.332 14.832
C -21.193 -7.877 13.590
C -20.031 -8.272 12.910
C -18.854 -8.054 13.602
N -18.834 -7.786 14.910
H -16.466 -5.229 20.827
H -18.209 -5.503 20.839
H -20.367 -6.029 17.274
H -21.998 -7.008 15.325
H -22.153 -8.024 13.015
H -20.025 -8.557 11.853
H -17.809 -8.016 13.215
F -17.744 -5.254 14.130
As -9.309 -7.236 10.230
F -15.551 -7.584 14.956
F -9.158 -8.883 10.869
F -11.066 -7.189 10.365
F -8.994 -6.422 11.764
F -14.960 -4.773 15.369
C -15.139 0.270 15.992
Te -15.052 -0.744 14.057
C -13.826 -2.218 15.265
C -13.634 -1.633 16.566
C -12.657 -2.187 17.420
C -12.381 -1.643 18.637
C -13.002 -0.393 19.029
C -13.861 0.262 18.116
C -14.189 -0.382 16.921
H -16.187 0.275 16.235
H -14.929 1.333 15.802
H -12.925 -2.386 14.688
H -14.252 -3.282 15.311
H -12.090 -3.008 16.993
H -11.787 -2.263 19.358
H -12.668 -0.048 19.965
H -14.264 1.265 18.360
C -15.973 -11.799 10.425
C -14.981 -11.583 11.400
C -15.273 -11.799 12.726
C -16.394 -12.447 13.130
C -17.378 -12.628 12.214
C -17.168 -12.395 10.859
As -16.555 -12.782 15.035
C -15.394 -14.249 15.536
C -14.401 -14.797 14.650
C -13.606 -15.827 15.066
C -13.727 -16.366 16.351
C -14.697 -15.867 17.206
C -15.479 -14.802 16.836
C -18.208 -13.843 15.029
C -18.183 -15.134 14.461
C -19.284 -15.989 14.372
C -20.487 -15.480 14.952
C -20.488 -14.220 15.654
C -19.344 -13.450 15.739
H -15.691 -11.672 9.378
H -14.014 -11.163 11.089
H -14.489 -11.482 13.476
H -18.283 -13.104 12.523
H -17.934 -12.692 10.183
H -14.336 -14.382 13.678
H -12.867 -16.222 14.406
H -13.146 -17.279 16.673
H -14.866 -16.364 18.192
H -16.254 -14.465 17.573
H -17.276 -15.437 13.914
H -19.190 -16.970 13.892
H -21.390 -16.114 14.899
H -21.378 -13.797 16.216
H -19.297 -12.509 16.223
*
```

Its total energy is -230386.4401 eV. The calculation puts the HOMO energy (alpha / beta) at -12.9 / -13.0 eV. As for the expectation value of S²: 1.808. For the HOMO-LUMO gap (alpha / beta), the calculation gives 0.2074 / 0.1755 Eh. Its maximum force is 0.07487 hartree/bohr.

These are the Mulliken partial charges, in e, on atoms 1 to 2:
1. Lu 1.717
2. N -0.372

***

Formula: C6H9N2
Source: OMol25
Level of theory: ωB97M-V/def2-TZVPD

Geometry as ORCA input:
```
! RIJCOSX wB97M-V def2-TZVPD def2/J DEFGRID3
* xyz 1 1
C 2.212 -0.622 -0.274
C 1.022 -1.392 -0.010
C 1.875 0.713 -0.197
C -2.047 -0.418 -0.645
C -1.333 -0.695 0.542
C -0.080 1.844 0.165
N 0.090 -0.517 0.312
N 0.585 0.742 0.204
H 3.091 -1.061 -0.441
H 0.681 -2.463 -0.125
H 2.299 1.694 -0.146
H -1.466 -0.159 -1.567
H -3.100 -0.409 -0.584
H -1.590 -0.177 1.463
H -1.602 -1.721 0.810
H 0.444 2.790 -0.082
H -1.081 1.852 0.575
*
```

Its total energy is -9336.4843 eV. The calculation puts the HOMO energy (alpha / beta) at -12.7 / -12.3 eV. For the HOMO-LUMO gap (alpha / beta), the calculation gives 0.2754 / 0.3042 Eh. Its maximum force is 0.09200 hartree/bohr.

These are the natural (NBO) partial charges, in e, on atoms 1 to 2:
1. C -0.253
2. C 0.067

***

Formula: C11H14N2
Source: OMol25
Level of theory: ωB97M-V/def2-TZVPD

Geometry as ORCA input:
```
! RIJCOSX wB97M-V def2-TZVPD def2/J DEFGRID3
* xyz 0 1
C -1.959 0.387 -3.189
C -0.328 -2.246 -1.524
C -1.356 -0.476 -2.142
C -0.501 -0.109 -1.145
N -1.323 -1.853 -2.266
N 0.229 -1.228 -0.827
H -0.069 -3.281 -1.417
H 1.164 -1.108 -0.474
H -0.165 0.895 -0.985
H -1.794 -0.104 -4.146
H -1.414 1.336 -3.281
H -2.975 0.772 -3.085
C -1.450 0.995 1.917
C 0.003 0.668 1.785
C 0.574 -0.492 2.345
C 0.865 1.423 1.017
C 1.913 -0.784 2.227
C 2.232 1.159 0.828
C 2.680 -0.053 1.294
H -1.960 0.521 1.066
H -1.569 2.059 1.712
H -0.031 -1.084 3.028
H 0.463 2.294 0.504
H 2.399 -1.601 2.739
H 2.720 1.807 0.134
H 3.619 -0.550 1.076
H -1.968 0.655 2.808
*
```

Its total energy is -14613.4503 eV. The calculation puts the HOMO energy at -8.4 eV. For the HOMO-LUMO gap, the calculation gives 0.3382 Eh. Its SMILES is Cc1c[nH]cn1.Cc1ccccc1. Its maximum force is 0.04215 hartree/bohr.

These are the natural (NBO) partial charges, in e, on atoms 1 to 2:
1. C -0.645
2. C 0.171

***

Formula: C11H31NO11
Source: OMol25
Level of theory: ωB97M-V/def2-TZVPD

Geometry as ORCA input:
```
! RIJCOSX wB97M-V def2-TZVPD def2/J DEFGRID3
* xyz 0 1
C 3.260 -2.381 -3.947
C 2.799 -1.161 -4.940
O 3.313 -1.192 -6.201
O 1.874 -0.064 -4.618
C 0.811 -0.520 -3.668
O 1.118 -0.378 -2.355
C -0.621 -1.086 -4.236
O -1.175 -2.232 -3.498
C -0.465 -3.486 -3.792
N -0.198 -4.070 -5.166
O -0.037 -4.208 -2.719
H 3.865 -2.054 -3.000
H 2.277 -2.989 -3.659
H 3.928 -3.138 -4.570
H -0.505 -1.256 -5.395
H -1.415 -0.205 -4.122
H 0.689 -4.622 -5.206
H -0.265 -3.358 -5.927
C -2.105 1.693 -1.520
O -2.003 1.764 -2.930
H -1.221 1.188 -1.124
H -2.160 2.704 -1.107
H -2.999 1.127 -1.246
H -2.801 2.217 -3.252
C -0.238 2.042 2.245
O -1.550 2.516 2.002
H -0.270 0.958 2.371
H 0.403 2.290 1.396
H 0.153 2.501 3.157
H -1.490 3.481 1.895
C -0.142 0.764 5.539
O 0.600 1.924 5.211
H -0.773 0.494 4.689
H 0.544 -0.059 5.756
H -0.772 0.966 6.408
H 1.150 2.140 5.984
C 2.358 -1.226 2.164
O 1.571 -0.383 1.343
H 2.340 -0.842 3.187
H 1.945 -2.238 2.150
H 3.387 -1.235 1.799
H 1.606 -0.748 0.442
C 0.887 5.606 5.971
O 0.697 4.699 7.040
H 1.889 6.037 6.044
H 0.789 5.076 5.020
H 0.145 6.405 6.033
H -0.200 4.333 6.949
C -3.825 -3.131 -1.037
O -2.680 -2.368 -0.704
H -4.468 -3.209 -0.157
H -4.372 -2.636 -1.843
H -3.518 -4.132 -1.351
H -2.129 -2.316 -1.503
*
```

Its total energy is -35914.1369 eV. The calculation puts the HOMO energy at -9.6 eV. For the HOMO-LUMO gap, the calculation gives 0.3195 Eh. Its SMILES is CC(=O)OC(=O)COC(N)=O.CO.CO.CO.CO.CO.CO. Its maximum force is 0.18403 hartree/bohr.

These are the natural (NBO) partial charges, in e, on atoms 1 to 2:
1. C -0.740
2. C 0.762

***

Formula: C5H8N2O3
Source: OMol25
Level of theory: ωB97M-V/def2-TZVPD

Geometry as ORCA input:
```
! RIJCOSX wB97M-V def2-TZVPD def2/J DEFGRID3
* xyz 0 1
C 1.268 -0.154 -0.313
C 0.188 -0.888 -0.380
C -1.795 1.800 -0.446
C 0.219 -2.374 -0.124
C -2.022 1.718 0.851
N -1.087 -0.428 -0.663
N 2.396 0.317 -0.037
O 2.551 0.733 1.332
O 3.366 0.542 -0.757
O -1.247 0.841 -1.259
H -2.006 2.669 -1.050
H 1.217 -2.679 0.168
H -0.067 -2.917 -1.024
H -0.481 -2.621 0.670
H 3.420 1.164 1.377
H -1.777 0.833 1.413
H -2.461 2.539 1.382
H -1.683 -1.097 -1.139
*
```

Its total energy is -14430.0129 eV. The calculation puts the HOMO energy at -8.9 eV. For the HOMO-LUMO gap, the calculation gives 0.3547 Eh. Its SMILES is C=CONC(C)=C=[N+]([O-])O. Its maximum force is 0.01896 hartree/bohr.

These are the natural (NBO) partial charges, in e, on atoms 1 to 2:
1. C 0.067
2. C 0.148

***

Formula: C6H6Cl2OSi
Source: OMol25
Level of theory: ωB97M-V/def2-TZVPD

Geometry as ORCA input:
```
! RIJCOSX wB97M-V def2-TZVPD def2/J DEFGRID3
* xyz 0 1
C 1.912 -1.296 -0.989
C 0.945 -1.969 -0.269
C 1.932 0.054 -1.064
C -0.123 -1.236 0.273
C 0.860 0.798 -0.516
C -0.134 0.107 0.194
O -3.274 1.440 0.226
Si -1.824 1.483 0.985
Cl -2.077 1.062 2.938
Cl -0.963 3.301 0.785
H 2.770 -1.854 -1.376
H 0.855 -3.044 -0.175
H 2.698 0.607 -1.426
H -0.924 -1.799 0.930
H 0.854 1.776 -0.541
H -3.507 0.568 0.026
*
```

Its total energy is -41292.0443 eV. The calculation puts the HOMO energy at -9.4 eV. For the HOMO-LUMO gap, the calculation gives 0.3596 Eh. Its SMILES is O[Si](Cl)(Cl)c1ccccc1. Its maximum force is 0.11559 hartree/bohr.

These are the natural (NBO) partial charges, in e, on atoms 1 to 2:
1. C -0.204
2. C -0.212

***

Formula: C7H14Cl2Si
Source: OMol25
Level of theory: ωB97M-V/def2-TZVPD

Geometry as ORCA input:
```
! RIJCOSX wB97M-V def2-TZVPD def2/J DEFGRID3
* xyz 0 1
C 3.227 3.802 0.834
C 2.506 2.630 0.569
C -0.498 -1.990 -1.836
C -0.148 -1.707 0.656
C -2.453 -2.011 -0.123
C 1.582 1.971 1.335
C -1.025 -1.458 -0.553
Si -1.430 0.504 -0.641
Cl -2.575 1.211 -2.197
Cl -2.376 0.980 1.065
H 3.723 4.251 0.005
H 3.022 4.373 1.803
H 2.822 2.206 -0.440
H 0.272 -1.331 -2.433
H -0.045 -2.948 -1.677
H -1.432 -2.125 -2.583
H -0.369 -1.104 1.535
H 0.898 -1.507 0.539
H -0.111 -2.792 0.808
H -3.157 -1.963 -0.926
H -2.196 -3.038 0.066
H -2.643 -1.477 0.744
H 1.302 2.496 2.318
H 1.103 1.026 1.133
*
```

Its total energy is -40407.0623 eV. The calculation puts the HOMO energy (alpha / beta) at -8.0 / -7.5 eV. For the HOMO-LUMO gap (alpha / beta), the calculation gives 0.2606 / 0.2611 Eh. Its maximum force is 0.07310 hartree/bohr.

These are the natural (NBO) partial charges, in e, on atoms 1 to 2:
1. C -0.327
2. C -0.290

***

Formula: C20H17ClN3O3RuSe
Source: OMol25
Level of theory: ωB97M-V/def2-TZVPD

Geometry as ORCA input:
```
! RIJCOSX wB97M-V def2-TZVPD def2/J DEFGRID3
* xyz 3 5
Ru -0.482 1.725 0.865
C -0.481 0.767 3.190
C 0.822 1.178 2.842
C 1.094 2.526 2.550
C 0.041 3.446 2.492
C -1.280 3.007 2.719
C -1.536 1.676 3.121
H -0.656 -0.246 3.527
H 1.641 0.476 2.919
H 2.113 2.857 2.399
H 0.240 4.492 2.303
H -2.088 3.726 2.701
H -2.535 1.378 3.408
C 0.055 -5.521 -0.218
C 1.291 -4.687 -0.325
C 2.536 -5.195 -0.116
C 3.674 -4.385 -0.275
Cl 5.196 -5.027 -0.043
C 3.561 -3.006 -0.641
C 2.333 -2.472 -0.862
C 1.195 -3.298 -0.715
O -0.034 -2.890 -0.946
C -0.325 -1.619 -1.533
C -0.407 -0.475 -0.529
O -1.351 -0.394 0.271
O 0.454 0.484 -0.570
H 0.271 -6.487 0.227
H -0.367 -5.689 -1.213
H -0.720 -5.017 0.359
H 2.658 -6.235 0.158
H 4.458 -2.412 -0.747
H 2.233 -1.435 -1.159
H -1.327 -1.738 -1.933
H 0.372 -1.384 -2.333
Se 1.139 4.625 -1.986
N -0.316 4.873 -2.896
C -1.271 4.126 -2.354
C -2.629 4.004 -2.752
C -3.439 3.153 -2.038
C -2.948 2.415 -0.949
N -1.681 2.515 -0.547
C -0.840 3.366 -1.226
N 0.406 3.468 -0.833
H -3.008 4.569 -3.596
H -4.480 3.031 -2.307
H -3.585 1.730 -0.405
*
```

Its total energy is -112049.2396 eV. The calculation puts the HOMO energy (alpha / beta) at -17.3 / -18.2 eV. As for the expectation value of S²: 6.039. For the HOMO-LUMO gap (alpha / beta), the calculation gives 0.2362 / 0.2256 Eh. Its maximum force is 0.01982 hartree/bohr.

These are the Mulliken partial charges, in e, on atoms 1 to 2:
1. Ru 0.197
2. C -0.199

***

Formula: C5H12N2
Source: OMol25
Level of theory: ωB97M-V/def2-TZVPD

Geometry as ORCA input:
```
! RIJCOSX wB97M-V def2-TZVPD def2/J DEFGRID3
* xyz 0 1
C 1.407 -1.633 1.064
C -0.100 -1.383 0.986
C -0.496 -0.409 -0.081
C -0.903 0.836 0.161
N -1.531 1.630 -0.779
C -1.234 1.706 -2.182
N 2.192 -0.509 1.459
H 1.654 -2.045 0.088
H 1.666 -2.487 1.693
H -0.353 -0.882 1.930
H -0.618 -2.328 0.953
H -0.498 -0.758 -1.111
H -0.855 1.245 1.164
H -2.117 2.349 -0.397
H -1.675 2.606 -2.601
H -1.687 0.864 -2.730
H -0.176 1.601 -2.387
H 2.311 0.191 0.744
H 3.012 -0.595 2.027
*
```

Its total energy is -8358.6110 eV. The calculation puts the HOMO energy at -7.6 eV. For the HOMO-LUMO gap, the calculation gives 0.3185 Eh. Its SMILES is CN/C=C/CCN. Its maximum force is 0.04283 hartree/bohr.

These are the natural (NBO) partial charges, in e, on atoms 1 to 2:
1. C -0.204
2. C -0.429